Version w
{"formula": "C5H12N2O3", "method": "ωB97M-V/def2-TZVPD", "e_lumo_ev": [0.75, 0.78], "multiplicity": 1, "gap_ev": [7.845, 8.879], "species": ["C", "C", "C", "C", "C", "N", "N", "O", "O", "O", "H", "H", "H", "H", "H", "H", "H", "H", "H", "H", "H", "H"], "positions_angstrom": [[2.516, -2.215, 0.638], [1.681, 1.314, -0.540], [-3.242, 0.675, -0.370], [1.495, 1.523, 0.885], [-2.716, -0.478, 0.571], [1.596, -1.464, 0.758], [-0.386, 0.354, 0.514], [3.746, -1.939, 0.273], [0.369, 1.108, 1.414], [-1.447, -0.336, 1.176], [2.601, -3.278, 0.934], [2.639, 1.727, -0.797], [1.765, 0.334, -0.873], [0.799, 1.694, -1.079], [-4.078, 0.242, -0.908], [-3.599, 1.555, 0.213], [-2.498, 0.993, -1.161], [2.235, 1.855, 1.573], [3.864, -0.993, 0.161], [-2.692, -1.387, 0.029], [-3.523, -0.651, 1.426], [0.675, -1.821, 1.155]], "nbo_charge": [0.4225, -0.7191, -0.6462, 0.1887, -0.0540, -0.7331, 0.0409, -0.6735, -0.2683, -0.4347, 0.1192, 0.2115, 0.2536, 0.2406, 0.2120, 0.2126, 0.2246, 0.1842, 0.4770, 0.1642, 0.1852, 0.3922]}

***

Version x
{"formula": "C5H12N2O3", "method": "ωB97M-V/def2-TZVPD", "e_lumo_ev": 0.79, "multiplicity": 1, "gap_ev": 10.723, "species": ["H", "N", "N", "O", "C", "C", "H", "H", "H", "H", "H", "C", "C", "O", "C", "O", "H", "H", "H", "H", "H", "H"], "positions_angstrom": [[0.661, 0.573, 2.887], [0.416, 0.987, 1.956], [0.630, 0.511, 0.853], [1.517, -0.542, 0.782], [2.077, -0.645, -0.524], [3.190, 0.299, -0.751], [2.415, -1.697, -0.506], [1.348, -0.595, -1.378], [4.037, -0.198, -0.394], [3.314, 0.577, -1.867], [2.980, 1.191, -0.094], [-1.609, 0.735, -1.377], [-2.339, -0.346, -0.576], [-2.648, 0.199, 0.718], [-2.286, -0.515, 1.765], [-1.873, -1.631, 1.724], [-1.949, 0.573, -2.410], [-2.001, 1.726, -1.101], [-0.542, 0.775, -1.135], [-1.547, -1.102, -0.256], [-3.306, -0.945, -0.959], [-2.486, 0.069, 2.643]], "nbo_charge": [0.3403, -0.3761, 0.1325, -0.3933, -0.0865, -0.6432, 0.1962, 0.1851, 0.2126, 0.2210, 0.2242, -0.6563, -0.1087, -0.5111, 0.6497, -0.5962, 0.2159, 0.2218, 0.2375, 0.2116, 0.2011, 0.1216]}

***

Order from most stable to least stable according to the calculation: version x, version w

***

Version w
{"formula": "C3H5NS3", "method": "ωB97M-V/def2-TZVPD", "e_lumo_ev": [-2.51, -2.51], "multiplicity": 1, "gap_ev": [4.635, 4.640], "species": ["C", "C", "C", "N", "S", "S", "S", "H", "H", "H", "H", "H"], "positions_angstrom": [[-0.426, -1.111, -1.189], [-1.568, 1.817, -0.593], [0.590, -1.127, 0.892], [-0.464, -0.641, 0.038], [0.547, -2.294, -1.764], [-1.313, 2.095, -2.051], [-1.437, 1.242, 0.931], [-1.091, -0.525, -1.790], [0.295, -1.184, 1.900], [0.859, -2.100, 0.404], [1.601, -0.729, 0.741], [-1.711, 2.573, 1.506]], "nbo_charge": [-0.1014, -0.3134, -0.5071, -0.6207, -0.2604, 0.5164, 0.4731, 0.1386, 0.1905, 0.2475, 0.1975, 0.0394]}

***

Version x
{"formula": "C3H5NS3", "method": "ωB97M-V/def2-TZVPD", "e_lumo_ev": 0.03, "multiplicity": 1, "gap_ev": 8.517, "species": ["C", "C", "C", "H", "H", "H", "H", "H", "N", "S", "S", "S"], "positions_angstrom": [[-1.266, -0.322, 0.670], [-0.241, -1.474, 0.598], [-0.104, 0.443, 0.310], [-1.894, 0.113, -1.474], [-1.682, 0.050, 1.652], [0.024, -2.279, 1.409], [-0.472, -2.139, -0.134], [2.287, 0.089, -1.427], [0.818, -0.568, 0.038], [-2.665, -0.291, -0.460], [2.589, -0.676, -0.274], [0.432, 1.984, 0.124]], "nbo_charge": [-0.4600, -0.2081, 0.0771, 0.1348, 0.2766, 0.2142, 0.1955, 0.1659, -0.5360, 0.0401, 0.2099, -0.1101]}

***

Order from most stable to least stable according to the calculation: version x, version w

***

Version w
{"formula": "C17H22N4O3S", "method": "ωB97M-V/def2-TZVPD", "e_lumo_ev": -0.04, "multiplicity": 1, "gap_ev": 8.780, "species": ["C", "C", "C", "N", "C", "O", "C", "O", "N", "C", "C", "S", "C", "C", "C", "N", "C", "C", "C", "C", "O", "N", "C", "C", "C", "H", "H", "H", "H", "H", "H", "H", "H", "H", "H", "H", "H", "H", "H", "H", "H", "H", "H", "H", "H", "H", "H"], "positions_angstrom": [[-3.991, -2.451, -0.254], [-3.302, -3.506, 0.603], [-1.778, -3.393, 0.528], [-1.315, -2.131, 1.053], [-0.685, -1.214, 0.306], [-0.401, -1.370, -0.872], [-0.328, 0.016, 1.052], [-0.450, -0.018, 2.398], [-0.017, 1.149, 2.919], [0.345, 1.918, 1.927], [0.985, 3.225, 2.156], [2.732, 3.172, 1.557], [3.079, 1.438, 1.749], [3.522, 0.709, 0.652], [3.694, -0.657, 0.805], [3.459, -1.300, 1.936], [3.071, -0.592, 2.984], [2.873, 0.779, 2.955], [0.166, 1.245, 0.676], [0.399, 1.899, -0.645], [0.343, 3.112, -0.744], [0.701, 1.060, -1.644], [0.862, 1.520, -3.004], [-0.214, 0.941, -3.922], [-1.611, 1.393, -3.514], [-3.742, -1.450, 0.092], [-5.070, -2.569, -0.208], [-3.676, -2.540, -1.291], [-3.621, -3.404, 1.643], [-3.587, -4.501, 0.261], [-1.444, -3.443, -0.511], [-1.312, -4.207, 1.093], [-1.507, -1.925, 2.023], [0.527, 3.999, 1.541], [0.964, 3.488, 3.212], [3.698, 1.198, -0.292], [4.018, -1.271, -0.024], [2.904, -1.153, 3.893], [2.548, 1.311, 3.835], [0.546, 0.062, -1.514], [0.806, 2.611, -2.984], [1.854, 1.221, -3.362], [-0.005, 1.261, -4.944], [-0.160, -0.149, -3.888], [-2.354, 1.006, -4.208], [-1.852, 1.028, -2.518], [-1.673, 2.478, -3.506]], "nbo_charge": [-0.6108, -0.3985, -0.2279, -0.5789, 0.6387, -0.6361, 0.2243, -0.2769, -0.1048, 0.1698, -0.5533, 0.2587, -0.1394, -0.2708, 0.0353, -0.4206, 0.0352, -0.2686, -0.1937, 0.6622, -0.6325, -0.6117, -0.2255, -0.4000, -0.6096, 0.2047, 0.2148, 0.2093, 0.1942, 0.2107, 0.2311, 0.2021, 0.4133, 0.2797, 0.2386, 0.2333, 0.1946, 0.1941, 0.2330, 0.4351, 0.2277, 0.1926, 0.2051, 0.1987, 0.2095, 0.2053, 0.2078]}

***

Version x
{"formula": "C17H22N4O3S", "method": "ωB97M-V/def2-TZVPD", "e_lumo_ev": 0.42, "multiplicity": 1, "gap_ev": 8.496, "species": ["C", "N", "C", "C", "C", "C", "C", "C", "C", "C", "O", "C", "O", "N", "N", "C", "S", "C", "C", "O", "N", "C", "C", "C", "C", "H", "H", "H", "H", "H", "H", "H", "H", "H", "H", "H", "H", "H", "H", "H", "H", "H", "H", "H", "H", "H", "H"], "positions_angstrom": [[1.010, 1.650, 1.872], [1.627, 2.170, 0.690], [1.152, 3.112, -0.177], [-0.218, 3.679, -0.099], [-1.221, 2.571, -0.326], [-1.090, 1.755, -1.440], [-1.953, 0.689, -1.676], [-2.949, 0.474, -0.755], [-3.092, 1.295, 0.364], [-2.241, 2.345, 0.603], [-4.153, 0.860, 1.117], [-4.687, -0.248, 0.424], [-3.917, -0.499, -0.729], [2.034, 3.345, -1.110], [3.099, 2.568, -0.891], [2.853, 1.861, 0.173], [3.861, 0.580, 0.802], [3.724, -0.504, -0.670], [2.269, -0.937, -0.773], [1.456, -0.289, -1.398], [1.984, -2.049, -0.068], [0.657, -2.663, 0.041], [0.153, -3.028, -1.357], [0.809, -3.918, 0.898], [-0.306, -1.676, 0.706], [0.010, 1.281, 1.639], [0.937, 2.429, 2.635], [1.626, 0.836, 2.254], [-0.303, 4.438, -0.878], [-0.384, 4.149, 0.873], [-0.284, 1.937, -2.133], [-1.838, 0.053, -2.537], [-2.363, 2.968, 1.475], [-4.671, -1.133, 1.080], [-5.729, -0.033, 0.134], [4.009, 0.095, -1.533], [4.414, -1.331, -0.516], [2.726, -2.487, 0.454], [0.833, -3.731, -1.833], [0.090, -2.133, -1.967], [-0.832, -3.480, -1.292], [1.499, -4.619, 0.433], [1.179, -3.665, 1.890], [-0.154, -4.409, 1.008], [-1.300, -2.109, 0.767], [0.033, -1.432, 1.712], [-0.360, -0.766, 0.115]], "nbo_charge": [-0.4193, -0.3621, 0.3474, -0.4694, -0.0199, -0.2066, -0.2541, 0.2775, 0.2214, -0.2685, -0.4801, 0.2377, -0.4926, -0.2863, -0.2814, 0.1485, 0.2432, -0.5985, 0.6717, -0.6313, -0.6289, 0.1210, -0.6221, -0.6118, -0.6196, 0.2284, 0.2055, 0.2327, 0.2558, 0.2209, 0.2395, 0.2311, 0.2238, 0.1555, 0.1561, 0.2666, 0.2271, 0.3964, 0.2072, 0.2405, 0.2089, 0.2100, 0.2077, 0.2226, 0.2079, 0.2010, 0.2387]}

***

Order from most stable to least stable according to the calculation: version x, version w